The following is a quantum chemistry calculation of a cluster of 4 separate species, C24H57N4O2 in total, from OMol25.

As for the net charge: -1. Its total energy is -35864.4923 eV. Its molar mass is 433.75 g/mol. The value obtained for the orbital gap is 6.12 eV.

Geometry (Å):
N1 2.538 0.561 3.263
C1 1.395 1.501 2.891
C2 0.564 0.753 1.647
C3 -0.713 1.738 1.204
C4 -2.155 0.998 1.465
C5 -2.948 1.541 2.825
C6 -4.207 0.464 3.039
O1 -4.207 -0.526 3.935
O2 -5.352 0.659 2.097
H1 2.077 -0.272 3.734
H2 2.941 0.145 2.379
H3 1.768 2.542 2.463
H4 0.619 1.668 3.766
H5 1.305 0.567 0.756
H6 0.162 -0.259 2.132
H7 -0.629 2.812 1.706
H8 -0.636 1.900 0.024
H9 -2.879 1.213 0.542
H10 -2.016 -0.181 1.559
H11 -3.437 2.606 2.594
H12 -2.248 1.612 3.770
C7 -2.916 -6.693 7.468
C8 -2.980 -5.168 7.427
N2 -2.665 -4.598 6.115
C9 -2.445 -3.149 6.150
C10 -3.626 -2.265 6.538
C11 -3.467 -5.078 4.987
C12 -4.981 -4.902 5.070
H13 -1.945 -7.058 7.121
H14 -3.057 -7.043 8.497
H15 -3.701 -7.153 6.859
H16 -2.249 -4.802 8.157
H17 -3.965 -4.845 7.782
H18 -2.059 -2.815 5.178
H19 -1.628 -2.948 6.856
H20 -4.353 -2.184 5.729
H21 -3.271 -1.250 6.746
H22 -4.137 -2.619 7.437
H23 -3.258 -6.146 4.848
H24 -3.109 -4.615 4.060
H25 -5.385 -5.182 6.047
H26 -5.464 -5.542 4.323
H27 -5.279 -3.876 4.849
C13 1.637 6.437 -4.759
C14 1.646 5.011 -4.213
N3 1.177 4.904 -2.829
C15 1.457 3.599 -2.222
C16 0.767 2.379 -2.821
C17 -0.153 5.449 -2.549
C18 -1.330 4.885 -3.341
H28 2.209 7.111 -4.114
H29 2.096 6.456 -5.754
H30 0.621 6.829 -4.863
H31 2.682 4.659 -4.265
H32 1.065 4.370 -4.887
H33 1.229 3.640 -1.148
H34 2.540 3.430 -2.268
H35 -0.288 2.335 -2.546
H36 1.232 1.466 -2.432
H37 0.849 2.344 -3.911
H38 -0.122 6.532 -2.715
H39 -0.371 5.350 -1.478
H40 -1.112 4.787 -4.408
H41 -2.189 5.557 -3.245
H42 -1.644 3.913 -2.958
C19 1.272 -1.872 -5.396
C20 2.356 -0.810 -5.568
N4 3.300 -0.741 -4.450
C21 4.150 0.453 -4.481
C22 5.122 0.597 -5.647
C23 3.989 -1.987 -4.102
C24 4.815 -2.666 -5.191
H43 0.732 -1.737 -4.455
H44 0.545 -1.796 -6.213
H45 1.684 -2.886 -5.422
H46 1.842 0.153 -5.658
H47 2.871 -0.981 -6.521
H48 4.713 0.524 -3.542
H49 3.495 1.334 -4.478
H50 5.979 -0.070 -5.543
H51 5.518 1.618 -5.671
H52 4.647 0.413 -6.614
H53 3.240 -2.705 -3.749
H54 4.629 -1.819 -3.228
H55 4.294 -2.706 -6.152
H56 5.030 -3.698 -4.895
H57 5.776 -2.171 -5.335